(1)
A molecular structure, C42H46F2GaN3O3P2S, computed with ωB97M-V/def2-TZVPD.

```
100
Properties=species:S:1:pos:R:3
Ga -0.216 -0.148 0.776
C 4.503 -0.991 0.265
C 4.017 -0.529 -1.116
C 4.152 -1.656 -2.141
P 2.295 0.193 -1.090
C 2.170 0.859 -2.826
C 0.830 1.554 -3.047
C 3.320 1.769 -3.252
C 2.545 1.682 -0.061
C 3.796 2.195 0.297
C 3.919 3.316 1.095
C 2.770 3.939 1.567
C 1.527 3.445 1.234
C 1.385 2.320 0.411
N 0.127 1.798 0.077
C -0.862 2.649 -0.351
C -0.601 3.980 -0.761
C -1.611 4.841 -1.122
C -2.943 4.436 -1.104
C -3.215 3.122 -0.788
C -2.208 2.215 -0.446
P -2.472 0.448 -0.256
C -2.853 -0.153 -1.979
C -3.284 -1.620 -2.014
C -3.832 0.690 -2.799
C -3.914 0.156 0.866
C -5.322 0.430 0.340
C -3.652 0.930 2.157
H 5.594 -0.982 0.297
H 4.180 -2.011 0.472
H 4.142 -0.358 1.074
H 4.665 0.285 -1.450
H 3.500 -2.497 -1.899
H 5.178 -2.030 -2.144
H 3.920 -1.327 -3.153
H 2.183 -0.043 -3.446
H 0.799 2.514 -2.530
H -0.002 0.954 -2.678
H 0.678 1.742 -4.112
H 3.454 2.587 -2.542
H 3.100 2.209 -4.227
H 4.266 1.234 -3.343
H 4.698 1.712 -0.047
H 4.898 3.696 1.351
H 2.846 4.808 2.207
H 0.639 3.927 1.622
H 0.419 4.335 -0.777
H -1.357 5.849 -1.426
H -3.740 5.121 -1.354
H -4.240 2.785 -0.809
H -1.873 -0.064 -2.460
H -4.224 -1.767 -1.478
H -2.532 -2.275 -1.586
H -3.450 -1.918 -3.051
H -4.850 0.617 -2.421
H -3.836 0.308 -3.822
H -3.550 1.739 -2.845
H -3.849 -0.910 1.096
H -5.489 1.485 0.136
H -6.037 0.134 1.111
H -5.553 -0.141 -0.557
H -3.734 2.004 1.982
H -2.662 0.717 2.563
H -4.378 0.636 2.915
F -0.301 2.998 5.115
C 0.116 1.847 4.552
C -0.253 1.558 3.254
C 0.171 0.373 2.674
C 0.958 -0.518 3.410
C 1.324 -0.166 4.703
F 2.134 -0.970 5.426
C 0.916 1.008 5.301
C 1.368 -1.777 2.751
C 1.752 -2.940 3.420
C 2.060 -4.062 2.681
C 1.995 -4.014 1.293
C 1.591 -2.834 0.707
N 1.279 -1.753 1.418
H -0.869 2.264 2.709
H 1.218 1.257 6.307
H 1.760 -2.965 4.498
H 2.340 -4.978 3.184
H 2.240 -4.873 0.683
H 1.499 -2.728 -0.365
O -3.734 -2.146 3.361
S -2.501 -2.797 3.016
O -1.630 -3.218 4.075
N -1.671 -1.915 1.912
C -1.509 -2.570 0.781
O -0.833 -2.080 -0.164
C -2.195 -3.891 0.714
C -2.305 -4.763 -0.354
C -3.080 -5.904 -0.184
C -3.724 -6.157 1.025
C -3.606 -5.280 2.099
C -2.828 -4.157 1.913
H -1.798 -4.558 -1.286
H -3.195 -6.601 -1.004
H -4.330 -7.047 1.129
H -4.098 -5.474 3.041
```

For the HOMO energy, the calculation gives -7.1 eV. Its charge is 0.

=====

(2)
A molecular structure, C42H46F3N3O5PSW, computed with ωB97M-V/def2-TZVPD.

```
102
Properties=species:S:1:pos:R:3
W -0.821 -0.545 -0.527
O 1.930 2.262 -1.855
C 0.961 1.542 -1.685
O 0.760 0.664 -0.615
C -0.267 1.523 -2.597
C -0.393 2.333 -3.726
C -1.564 2.267 -4.476
C -2.604 1.393 -4.034
C -2.400 0.574 -2.917
N -1.213 0.669 -2.232
C -3.214 -0.530 -2.318
O -4.162 -0.983 -2.978
O -2.762 -0.981 -1.180
H 0.323 3.109 -3.875
H -1.726 2.860 -5.366
H -3.537 1.292 -4.611
C 1.310 0.203 3.245
C 1.282 -1.188 2.601
C 2.524 -1.533 1.848
P -0.341 -1.644 1.656
C -1.724 -1.873 2.830
C -1.332 -2.381 4.232
C -2.845 -2.742 2.166
C 0.128 -3.268 1.021
C 0.455 -4.290 1.894
C 1.351 -5.303 1.508
C 1.877 -6.304 2.533
C 1.592 -5.453 0.107
C 1.000 -4.631 -0.820
C 0.350 -3.444 -0.373
N -0.019 -2.407 -1.214
C 0.135 -2.431 -2.652
C -0.894 -3.096 -3.408
C -2.046 -3.800 -2.790
C -0.740 -3.068 -4.813
C 0.409 -2.588 -5.468
C 0.515 -2.718 -6.976
C 1.425 -2.067 -4.661
C 1.372 -2.040 -3.290
C 2.612 -1.743 -2.443
H 2.174 0.796 2.894
H 1.293 0.187 4.348
H 0.404 0.715 2.895
H 1.228 -1.846 3.449
H 2.669 -0.890 0.943
H 2.574 -2.541 1.457
H 3.419 -1.443 2.499
H -2.130 -0.860 3.028
H -1.353 -3.454 4.306
H -2.120 -2.044 4.895
H -0.362 -1.941 4.567
H -2.448 -3.667 1.742
H -3.407 -2.135 1.420
H -3.573 -3.047 2.946
H 0.011 -4.393 2.871
H 1.086 -7.085 2.719
H 2.176 -5.828 3.494
H 2.802 -6.791 2.159
H 2.214 -6.282 -0.203
H 1.160 -4.685 -1.913
H -2.603 -3.249 -1.962
H -1.802 -4.798 -2.371
H -2.906 -3.923 -3.546
H -1.554 -3.624 -5.310
H -0.477 -3.038 -7.317
H 1.267 -3.498 -7.289
H 0.858 -1.779 -7.470
H 2.375 -1.733 -5.144
H 3.478 -1.509 -3.073
H 2.645 -2.618 -1.778
H 2.460 -0.919 -1.773
C 4.515 6.207 2.337
S 3.000 5.208 2.587
O 2.447 5.622 3.913
C 2.031 6.114 1.371
C 2.285 5.812 0.052
C 1.463 6.324 -0.950
C 0.354 7.050 -0.552
C 0.072 7.282 0.785
C 0.966 6.883 1.782
H 5.271 5.947 3.135
H 4.273 7.276 2.347
H 4.859 6.008 1.340
H 3.156 5.208 -0.147
H 1.545 6.016 -2.007
H -0.443 7.258 -1.259
H -0.763 7.887 1.060
H 0.735 7.131 2.816
F -4.372 3.479 4.269
C -3.025 3.285 4.139
F -2.587 2.773 5.349
F -2.475 4.534 4.140
C -2.677 2.446 2.997
C -1.511 2.736 2.304
C -1.208 2.090 1.096
N -1.819 0.936 0.721
C -3.008 0.688 1.358
C -3.383 1.339 2.482
H -0.775 3.455 2.716
H -0.337 2.415 0.538
H -3.641 -0.127 1.003
H -4.213 1.002 3.053
```

Its expectation value of S² is 2.042. As for the multiplicity: 3. For the HOMO energy (spin up / spin down), the calculation gives -10.3 / -10.4 eV. Its charge is +1. Its relative energy (zero: lowest compared OMol25 entry of this formula, charge and spin) is 11.5 kcal per mole.

=====

(3)
A molecular structure, C42H46N6O2S2SiTl, computed with ωB97M-V/def2-TZVPD.

```
100
Properties=species:S:1:pos:R:3
Tl -0.655 0.667 -1.256
S 2.100 0.011 -0.515
C 2.409 -1.632 -0.467
N 3.667 -2.079 -0.347
C 3.908 -3.503 -0.409
C 2.867 -4.195 0.459
N 1.564 -3.866 -0.073
C 0.515 -4.869 -0.079
C -0.596 -4.574 0.905
C -0.317 -4.394 2.253
C -1.341 -4.178 3.158
C -2.656 -4.151 2.726
C -2.941 -4.329 1.384
C -1.916 -4.525 0.476
C 1.337 -2.636 -0.556
S -0.147 -2.301 -1.243
C 4.790 -1.188 -0.119
C 5.011 -0.910 1.354
C 5.488 -1.909 2.194
C 5.716 -1.655 3.534
C 5.469 -0.392 4.048
C 5.006 0.612 3.217
C 4.773 0.353 1.877
H 4.913 -3.716 -0.050
H 3.825 -3.851 -1.449
H 2.959 -3.841 1.495
H 3.008 -5.277 0.442
H 0.971 -5.832 0.163
H 0.093 -4.931 -1.088
H 0.704 -4.425 2.607
H -1.118 -4.040 4.204
H -3.463 -4.012 3.431
H -3.964 -4.327 1.038
H -2.140 -4.648 -0.574
H 4.599 -0.253 -0.649
H 5.677 -1.662 -0.545
H 5.705 -2.891 1.800
H 6.099 -2.437 4.172
H 5.651 -0.189 5.091
H 4.830 1.603 3.607
H 4.407 1.136 1.231
C -0.871 -0.699 2.087
Si -0.274 1.101 2.287
C -1.428 1.932 3.576
C 1.547 0.988 2.880
N -0.361 1.926 0.753
C 0.057 3.219 0.593
C 0.443 4.027 1.677
C 0.840 5.338 1.522
C 0.868 5.924 0.271
C 0.496 5.165 -0.821
C 0.112 3.844 -0.671
O -0.177 3.086 -1.805
C -0.707 3.784 -2.883
C -2.025 4.215 -2.860
C -2.551 4.851 -3.969
C -1.757 5.082 -5.081
C -0.439 4.658 -5.098
C 0.088 4.000 -4.001
H -0.333 -1.347 2.773
H -0.700 -1.077 1.085
H -1.928 -0.818 2.297
H -1.791 1.207 4.298
H -2.293 2.398 3.113
H -0.915 2.710 4.131
H 1.633 0.713 3.927
H 2.068 1.930 2.738
H 2.084 0.239 2.305
H 0.415 3.612 2.667
H 1.126 5.911 2.391
H 1.166 6.951 0.139
H 0.510 5.598 -1.810
H -2.627 4.038 -1.984
H -3.577 5.184 -3.956
H -2.168 5.588 -5.940
H 0.186 4.849 -5.958
H 1.116 3.667 -3.991
N -3.800 0.771 -4.693
C -2.760 0.773 -3.845
O -2.844 1.229 -2.717
C -1.489 0.126 -4.395
C -0.247 0.457 -3.606
H -4.665 1.213 -4.424
H -3.738 0.385 -5.621
H -1.371 0.468 -5.428
H -1.659 -0.954 -4.419
H 0.129 1.443 -3.845
H 0.529 -0.296 -3.684
N -5.756 -3.799 -1.050
C -5.254 -2.853 -0.647
C -4.657 -1.666 -0.159
C -5.292 -0.898 0.820
C -4.700 0.291 1.205
C -3.502 0.661 0.610
N -2.870 -0.106 -0.268
C -3.424 -1.240 -0.655
H -6.228 -1.232 1.248
H -5.156 0.921 1.952
H -3.010 1.589 0.859
H -2.872 -1.844 -1.360
```

For the HOMO energy, the calculation gives -9.2 eV. Its charge is +1. Its relative energy (zero: lowest compared OMol25 entry of this formula, charge and spin) is 13.9 kcal per mole.

=====

(4)
A molecular structure, C42H47AsF6N7O3P2Se2SiV, computed with ωB97M-V/def2-TZVPD.

```
112
Properties=species:S:1:pos:R:3
V -0.019 0.085 -0.126
O -0.225 -0.752 1.694
C -1.372 -1.083 2.442
C -2.100 0.143 3.001
C -2.209 1.261 1.954
C -2.812 0.753 0.675
C -4.179 0.937 0.465
C -4.787 0.431 -0.668
C -4.006 -0.282 -1.563
C -2.662 -0.423 -1.296
N -2.066 0.092 -0.218
H 0.354 -0.026 2.201
H -1.081 -1.745 3.271
H -2.029 -1.662 1.780
H -1.550 0.537 3.856
H -3.090 -0.169 3.339
H -1.216 1.687 1.806
H -2.838 2.061 2.346
H -4.752 1.491 1.190
H -5.839 0.584 -0.847
H -4.420 -0.709 -2.461
H -2.033 -0.958 -1.999
Se 1.011 -6.696 -0.074
P 1.478 -5.400 -1.687
C 3.283 -5.384 -1.871
C 3.882 -6.471 -2.502
C 5.260 -6.595 -2.490
C 6.035 -5.647 -1.842
C 5.436 -4.572 -1.204
C 4.058 -4.445 -1.202
C 0.727 -5.907 -3.265
C 1.353 -5.730 -4.494
C 0.719 -6.166 -5.644
C -0.529 -6.766 -5.570
C -1.154 -6.935 -4.345
C -0.523 -6.510 -3.190
C 0.819 -3.782 -1.257
C 0.844 -2.420 -1.600
N 0.060 -1.805 -0.679
N -0.426 -2.717 0.131
N 0.012 -3.886 -0.187
P 1.249 -1.369 -2.999
Se 0.252 0.501 -2.626
C 3.046 -1.228 -3.256
C 3.781 -2.379 -3.515
C 5.152 -2.297 -3.679
C 5.783 -1.064 -3.599
C 5.042 0.087 -3.382
C 3.669 0.014 -3.210
C 0.564 -2.236 -4.444
C 1.108 -2.052 -5.710
C 0.474 -2.610 -6.807
C -0.694 -3.335 -6.642
C -1.245 -3.504 -5.381
C -0.619 -2.950 -4.281
H 3.272 -7.218 -2.991
H 5.727 -7.441 -2.972
H 7.109 -5.752 -1.825
H 6.050 -3.842 -0.698
H 3.580 -3.620 -0.690
H 2.331 -5.273 -4.556
H 1.201 -6.042 -6.602
H -1.012 -7.114 -6.471
H -2.125 -7.405 -4.288
H -0.982 -6.662 -2.222
H 3.270 -3.328 -3.598
H 5.727 -3.189 -3.873
H 6.855 -1.007 -3.720
H 5.532 1.048 -3.366
H 3.084 0.912 -3.063
H 2.012 -1.472 -5.831
H 0.884 -2.464 -7.795
H -1.188 -3.763 -7.500
H -2.163 -4.056 -5.253
H -1.048 -3.070 -3.294
C 4.836 2.400 -0.287
N 4.243 1.120 0.032
C 4.976 0.133 0.565
C 4.403 -1.036 0.942
C 2.986 -1.149 0.819
N 2.285 -0.217 0.185
C 2.886 0.919 -0.255
O 2.296 1.747 -0.918
N 2.380 -2.241 1.303
H 5.628 2.283 -1.028
H 5.250 2.845 0.618
H 4.055 3.045 -0.688
H 6.034 0.325 0.672
H 4.984 -1.835 1.366
H 2.916 -2.877 1.872
H 1.372 -2.250 1.400
C 3.329 0.126 4.192
Si 2.074 1.488 3.702
C 1.031 1.857 5.296
C 2.955 3.176 3.365
O 1.184 1.043 2.500
H 3.806 0.327 5.144
H 4.112 0.024 3.446
H 2.830 -0.837 4.269
H 1.664 2.238 6.086
H 0.566 0.937 5.628
H 0.266 2.587 5.065
H 4.003 3.122 3.636
H 2.493 3.983 3.919
H 2.850 3.393 2.308
F 0.115 1.982 0.127
As -0.394 3.530 -0.782
F 0.927 4.340 -0.027
F 0.537 3.224 -2.208
F -1.089 4.920 -1.531
F -1.655 2.430 -1.451
F -1.414 3.814 0.630
```

Its expectation value of S² is 3.766. As for the multiplicity: 4. For the HOMO energy (spin up / spin down), the calculation gives -10.0 / -10.0 eV. Its charge is +1.